(1)
16
Properties=species:S:1:pos:R:3:mulliken_charge:R:1 method="wB97M-V/def2-TZVPD" orbital_gap_ev=8.84 energy_ev=-10232.1394 spin_multiplicity=1 e_homo_ev=-8.2 largest_force_ev_per_a=5.687 lumo_ev=0.66 e_above_lowest_ev=6.1028
C -0.684 -1.297 -0.521 -0.48
C 0.679 -1.822 0.450 -0.58
C 0.961 1.688 0.477 -0.18
C 0.049 1.899 -0.481 -0.22
H -0.545 -1.043 -1.594 0.30
H -1.305 -2.221 -0.573 0.28
H 0.336 -2.180 1.389 0.41
H 1.388 -2.405 -0.237 0.33
H 1.677 2.444 0.691 0.39
H 0.116 2.964 -0.908 0.27
H -2.037 1.436 -0.874 0.24
H -0.920 -0.126 1.146 0.38
N 1.460 -0.455 0.377 0.05
N 1.174 0.381 1.231 -0.53
N -1.041 0.946 -0.744 -0.27
N -1.307 -0.210 0.173 -0.40


(2)
15
Properties=species:S:1:pos:R:3:mulliken_spin:R:1 method="wB97M-V/def2-TZVPD" orbital_gap_ev="10.89 / 6.70" energy_ev=-7821.3647 total_charge=+1 spin_multiplicity=2 e_homo_ev="-14.7 / -14.7" largest_force_ev_per_a=3.298 lumo_ev="-3.78 / -7.96" e_above_lowest_ev=1.9300 s2=0.75
C 1.089 -0.749 0.603 0.03
N 0.349 0.046 -0.358 0.79
C 1.034 1.337 -0.668 0.00
C -1.137 0.212 -0.165 0.00
C -1.762 -1.085 0.404 0.00
O -2.959 -1.107 0.441 0.00
H 0.433 -1.085 1.396 0.01
H 1.623 -1.629 0.228 0.04
H 1.924 -0.102 0.896 0.02
H 0.533 1.618 -1.594 0.01
H 2.092 1.083 -0.925 0.00
H 0.851 2.080 0.122 0.03
H -1.479 0.363 -1.198 0.02
H -1.346 1.077 0.451 0.03
H -1.245 -2.058 0.367 0.00


(3)
30
Properties=species:S:1:pos:R:3:mulliken_charge:R:1 method="wB97M-V/def2-TZVPD" orbital_gap_ev=9.33 energy_ev=-19743.0360 spin_multiplicity=1 e_homo_ev=-9.0 largest_force_ev_per_a=7.288 lumo_ev=0.30 e_above_lowest_ev=4.2856
N -0.622 0.530 3.548 -0.58
O 1.632 2.231 -0.140 -0.53
C -1.277 0.352 2.556 -0.04
N -2.307 -2.383 1.638 -0.79
O -0.360 -1.918 0.641 -0.43
C 1.507 1.109 -0.363 0.03
C -1.584 -1.392 1.169 0.11
C 0.632 -1.031 0.380 0.47
C 0.361 0.326 0.064 0.16
C -1.279 2.380 -0.111 -1.72
C -1.794 0.184 -1.292 -1.76
C 2.736 0.510 -0.996 -0.43
C 1.942 -1.560 0.113 -0.82
C -1.875 0.077 1.171 0.51
C 2.472 -0.932 -1.185 -1.04
C -1.136 0.779 -0.075 1.47
H -2.022 -3.334 1.618 0.27
H -0.989 2.840 0.781 0.48
H -0.625 2.968 -0.783 0.34
H -2.369 2.584 -0.216 0.39
H -2.917 0.393 -1.359 0.35
H -1.687 -0.868 -1.341 0.40
H -1.450 0.697 -2.162 0.49
H 3.087 0.933 -1.958 0.32
H 3.565 0.588 -0.355 0.29
H 2.595 -1.200 0.866 0.31
H 1.815 -2.661 0.029 0.30
H -2.969 0.296 1.286 0.57
H 3.253 -1.421 -1.667 0.48
H 1.664 -1.076 -1.856 0.41


(4)
9
Properties=species:S:1:pos:R:3:mulliken_charge:R:1 method="wB97M-V/def2-TZVPD" orbital_gap_ev=9.69 energy_ev=-22604.6799 spin_multiplicity=1 e_homo_ev=-8.9 largest_force_ev_per_a=6.769 lumo_ev=0.75 e_above_lowest_ev=2.0071
C -1.607 0.270 0.064 0.83
O 2.204 0.559 -0.297 -0.49
O -0.034 0.173 0.898 -0.43
F -1.391 0.992 -0.977 -0.17
F -2.524 0.671 0.839 -0.15
F -1.625 -0.977 -0.331 -0.18
P 1.064 -0.641 -0.046 0.21
H 2.467 0.438 -1.207 0.34
H 1.447 -1.484 1.056 0.03


(5)
55
Properties=species:S:1:pos:R:3:mulliken_charge:R:1 method="wB97M-V/def2-TZVPD" orbital_gap_ev=4.53 energy_ev=-47092.3458 total_charge=+1 spin_multiplicity=1 e_homo_ev=-10.4 largest_force_ev_per_a=2.387 lumo_ev=-5.84
C 2.111 -0.479 2.291 -1.64
C 2.770 -1.019 1.108 1.72
C 1.923 -1.484 0.084 -0.05
O 0.722 -1.963 0.251 -0.51
Si -0.198 -2.607 -1.102 0.42
C -1.473 -3.471 -0.091 -1.04
C -0.911 -1.255 -2.152 -1.07
C 0.892 -3.749 -2.062 -0.79
O 2.375 -1.295 -1.142 -0.45
C 3.693 -0.574 -1.023 -0.46
C 3.945 -0.411 0.460 -0.76
H 2.836 -0.356 3.103 0.32
H 1.680 0.517 2.058 0.47
H 1.308 -1.162 2.614 0.34
H -2.068 -4.145 -0.718 0.38
H -1.002 -4.052 0.712 0.28
H -2.145 -2.736 0.370 0.31
H -1.458 -1.725 -2.984 0.36
H -1.621 -0.638 -1.585 0.32
H -0.140 -0.601 -2.577 0.31
H 0.255 -4.514 -2.523 0.41
H 1.426 -3.217 -2.853 0.26
H 1.625 -4.253 -1.425 0.12
H 4.440 -1.195 -1.514 0.31
H 3.588 0.391 -1.521 0.28
H 4.008 0.654 0.724 0.29
H 4.900 -0.868 0.761 0.14
F 7.009 -5.820 1.008 -0.31
C 5.707 -5.392 1.152 0.29
C 4.706 -6.085 0.468 -0.78
C 3.399 -5.625 0.651 0.23
F 2.388 -6.290 -0.022 -0.33
C 3.081 -4.527 1.433 -0.57
C 4.122 -3.841 2.127 0.81
C 3.805 -2.798 3.042 -0.19
C 4.711 -2.262 3.956 -0.16
C 4.311 -1.522 5.060 -0.19
C 5.202 -0.982 6.030 0.87
C 4.676 -0.190 7.090 -0.75
C 5.533 0.351 8.034 0.31
F 5.002 1.081 9.078 -0.29
C 6.922 0.171 7.996 -0.65
C 7.421 -0.594 6.938 0.38
F 8.782 -0.811 6.888 -0.29
C 6.617 -1.160 5.958 -0.79
C 5.459 -4.285 1.950 -0.83
H 4.932 -6.954 -0.146 0.50
H 2.045 -4.198 1.539 0.46
H 2.744 -2.620 3.215 0.67
H 5.776 -2.455 3.830 0.00
H 3.249 -1.291 5.190 0.41
H 3.596 -0.053 7.160 0.44
H 7.574 0.592 8.754 0.48
H 7.065 -1.762 5.173 0.50
H 6.275 -3.758 2.438 0.49


(6)
36
Properties=species:S:1:pos:R:3:mulliken_charge:R:1 method="wB97M-V/def2-TZVPD" orbital_gap_ev=7.79 energy_ev=-57220.5294 total_charge=-1 spin_multiplicity=1 e_homo_ev=-8.1 largest_force_ev_per_a=5.849 lumo_ev=-0.30 e_above_lowest_ev=1.6309
Li 1.337 2.989 0.987 0.91
Li 1.387 -1.735 -0.118 0.88
Li 2.822 -1.656 3.993 0.94
B 1.344 -0.190 1.775 0.53
F 2.476 -0.534 1.044 -0.53
F 1.219 1.158 1.720 -0.06
F 0.256 -0.828 1.120 -0.32
F 1.492 -0.626 3.079 -0.36
B 4.202 2.293 0.191 0.42
F 3.196 2.913 0.777 -0.33
F 3.692 1.216 -0.437 -0.33
F 4.832 3.125 -0.650 -0.37
F 5.054 1.799 1.102 -0.39
B 0.051 2.753 -1.330 0.50
F -0.741 2.096 -2.302 -0.40
F -0.315 2.480 -0.054 -0.40
F 1.378 2.304 -1.406 -0.34
F 0.116 4.130 -1.546 -0.35
B 1.721 -4.397 0.257 0.65
F 0.618 -3.614 0.323 -0.40
F 1.963 -4.931 1.469 -0.38
F 1.587 -5.392 -0.673 -0.38
F 2.756 -3.555 -0.188 -0.47
C -2.314 -1.059 -1.706 -1.00
C -3.561 -0.652 -0.938 0.45
C -3.326 -0.179 0.508 0.00
O -3.969 1.061 0.610 -0.34
C -4.288 1.548 -0.574 0.70
O -4.558 2.741 -0.822 -0.57
O -4.231 0.434 -1.456 -0.39
H -2.566 -1.203 -2.756 0.34
H -1.781 -1.880 -1.225 0.30
H -1.602 -0.234 -1.681 0.10
H -4.195 -1.528 -1.076 0.21
H -2.258 -0.066 0.697 -0.03
H -3.794 -0.782 1.286 0.24


(7)
10
Properties=species:S:1:pos:R:3:mulliken_charge:R:1 method="wB97M-V/def2-TZVPD" orbital_gap_ev="7.72 / 5.62" energy_ev=-40394.0459 total_charge=-1 spin_multiplicity=1 e_homo_ev="-4.8 / -3.6" largest_force_ev_per_a=2.754 lumo_ev="2.94 / 2.00" e_above_lowest_ev=3.9846
C 2.059 -0.144 -0.122 0.37
C -0.903 0.609 0.003 0.20
O -2.319 -1.388 1.424 -0.59
O -2.807 -0.981 -0.968 -0.56
F 2.694 0.254 0.980 -0.21
F 2.434 -1.458 -0.266 -0.23
F 2.586 0.469 -1.237 -0.20
F -0.545 1.292 1.094 -0.17
S -2.537 -0.386 0.314 0.53
Cl -0.663 1.732 -1.221 -0.14


(8)
74
Properties=species:S:1:pos:R:3:mulliken_charge:R:1 method="wB97M-V/def2-TZVPD" orbital_gap_ev=7.12 energy_ev=-120087.3832 total_charge=+1 spin_multiplicity=1 e_homo_ev=-11.9 largest_force_ev_per_a=9.835 lumo_ev=-4.75
C -1.456 -2.905 2.286 -0.59
N -1.059 -1.663 1.460 -0.07
C -2.155 -1.622 0.375 -0.62
B 0.248 -2.078 0.788 0.45
O 0.245 -2.423 -0.678 -0.53
C 1.713 -2.215 1.542 -0.05
N 2.869 -2.465 0.576 -0.05
C 4.050 -2.588 1.541 0.33
C 5.630 -2.905 1.237 -0.35
C 6.006 -2.960 -0.365 0.34
O 6.608 -4.074 -0.867 -0.46
Br 5.670 -1.453 -1.679 -0.13
C 3.608 -2.376 3.106 -0.48
N 2.109 -2.161 3.001 0.03
H -1.110 -2.843 3.402 0.21
H -1.036 -3.903 1.799 0.26
H -2.639 -3.030 2.293 0.07
H -2.351 -2.714 -0.013 0.38
H -3.179 -1.271 0.873 0.16
H -1.868 -0.886 -0.489 0.13
H 0.595 -3.383 -0.672 0.33
H 2.880 -2.545 -0.469 0.35
H 6.326 -2.143 1.836 0.36
H 5.909 -3.975 1.674 0.33
H 4.231 -2.376 4.100 0.35
H 1.467 -2.011 3.810 0.28
O -4.450 0.882 1.064 -0.61
C -3.692 1.659 0.508 0.46
O -2.593 1.282 -0.209 -0.23
C -1.881 2.447 -0.623 0.00
C -2.891 3.564 -0.586 -0.16
C -3.796 3.154 0.548 -0.59
H -1.051 2.614 0.072 0.27
H -1.477 2.295 -1.628 -0.22
H -2.437 4.550 -0.449 0.47
H -3.460 3.581 -1.523 -0.01
H -3.428 3.513 1.513 0.29
H -4.824 3.482 0.378 0.32
O 6.511 4.416 -0.536 -0.58
C 7.279 3.520 -0.847 0.50
O 8.222 2.990 -0.013 -0.35
C 9.009 2.046 -0.737 -0.49
C 8.155 1.628 -1.905 0.11
C 7.361 2.877 -2.198 -0.37
H 9.937 2.535 -1.054 0.27
H 9.258 1.200 -0.090 0.32
H 8.738 1.270 -2.758 0.38
H 7.475 0.824 -1.599 -0.29
H 7.892 3.546 -2.881 0.26
H 6.367 2.639 -2.582 0.25
O -5.416 -4.140 1.614 -0.60
C -5.701 -3.779 2.744 0.53
O -4.815 -3.729 3.782 -0.35
C -5.511 -3.370 4.974 -0.41
C -6.764 -2.675 4.509 -0.49
C -7.067 -3.375 3.209 -0.37
H -5.727 -4.281 5.541 0.26
H -4.883 -2.713 5.584 0.31
H -7.580 -2.728 5.235 0.33
H -6.552 -1.616 4.316 0.25
H -7.673 -4.273 3.361 0.26
H -7.544 -2.702 2.493 0.27
O -3.864 5.444 -4.076 -0.59
C -3.096 4.549 -4.388 0.47
O -2.154 4.019 -3.554 -0.30
C -1.366 3.075 -4.278 -0.27
C -2.220 2.657 -5.446 -0.60
C -3.014 3.905 -5.738 -0.36
H -0.439 3.564 -4.595 0.22
H -1.117 2.229 -3.631 0.27
H -1.638 2.299 -6.299 0.34
H -2.900 1.853 -5.140 0.27
H -2.483 4.574 -6.422 0.26
H -4.008 3.667 -6.123 0.28